1.
Here is a molecular structure, C39H52N3O24V at a distorted geometry from the OMol25 dataset. Energies are from the ωB97M-V functional and the def2-TZVPD basis.

ORCA input file:
```
! RIJCOSX wB97M-V def2-TZVPD def2/J DEFGRID3
* xyz 0 1
O 3.65999 -1.56969 -0.18394
V 3.27901 -2.01058 -1.68676
O 4.15145 -1.00668 -2.60998
C 0.78447 -0.33149 0.30362
C 0.16336 -1.03976 -0.92228
O 1.09593 -1.28178 -1.95974
H 1.44127 0.46977 -0.03508
H 1.28697 -1.05083 0.95026
H 0.03814 -0.06993 1.05373
H -0.55022 -0.45354 -1.50128
H -0.35499 -1.96282 -0.66270
C 3.19172 3.18688 0.88827
O 3.20526 2.03114 1.71323
C 4.43109 1.26766 1.50198
C 4.66205 0.27881 2.68421
O 4.64333 0.84203 3.95436
C 4.79381 -0.07350 4.99845
H 3.61057 2.89305 -0.07419
H 3.68673 4.03569 1.36006
H 2.23241 3.61697 0.60047
H 5.28004 1.94982 1.54721
H 4.36214 0.87729 0.48662
H 5.51011 -0.37416 2.47798
H 3.78547 -0.36718 2.63522
H 3.86060 -0.52595 5.33387
H 5.37296 0.47656 5.74015
H 5.35236 -0.94127 4.64762
C -1.09686 -3.64631 -4.17285
O -0.59530 -4.38855 -5.08479
N -2.38643 -3.24659 -4.12375
C -3.00921 -2.72967 -2.92459
C -3.34507 -3.41860 -5.26128
H -0.69704 -3.33050 -3.19684
H -3.18326 -1.65439 -2.96442
H -2.34663 -2.84400 -2.06668
H -3.85725 -3.34599 -2.62612
H -2.79344 -3.63838 -6.17534
H -4.11825 -4.16274 -5.07013
H -3.65982 -2.38165 -5.37861
C -3.43908 -1.58091 4.43457
O -2.47324 -2.24807 4.80031
N -3.56271 -1.14934 3.17181
C -4.70400 -0.30874 2.67516
C -2.66714 -1.40539 1.99138
H -4.31038 -1.21220 4.99768
H -5.36587 -0.96376 2.10860
H -4.37488 0.50793 2.03264
H -5.40818 0.09573 3.40223
H -2.59872 -0.44805 1.47473
H -1.72261 -1.68740 2.45660
H -3.02850 -2.09934 1.23246
C 4.86313 2.98166 -3.34225
O 6.02435 2.97153 -3.71536
N 3.90259 2.04719 -3.66413
C 4.09496 1.09248 -4.78809
C 2.59655 2.01747 -3.09434
H 4.48711 3.72699 -2.62441
H 3.61467 1.49202 -5.68128
H 3.72380 0.10023 -4.53160
H 5.14458 0.96720 -5.05399
H 2.38538 1.04282 -2.65440
H 2.44515 2.79702 -2.34769
H 1.79135 2.19683 -3.80680
C 2.10710 -4.92518 6.03569
C 3.39655 -5.22163 5.77110
C 4.15042 -4.70062 4.57401
O 5.29423 -4.91520 4.19765
C 3.19801 -3.94556 3.67909
C 1.88618 -3.69702 3.93247
C 1.22734 -4.24865 5.13291
O 0.01173 -4.19977 5.32984
O 1.10643 -3.02114 3.06025
O 4.09447 -6.09874 6.51387
H 1.65053 -5.27904 6.94823
H 3.62267 -3.52948 2.77745
H 0.37620 -2.67014 3.57519
H 4.89493 -6.28073 6.01613
C -2.29155 2.53853 4.47170
C -1.63667 2.12592 5.56071
C -0.19386 1.80481 5.63177
O 0.38686 1.61396 6.68343
C 0.49908 1.93415 4.27236
C -0.19684 2.36481 3.20981
C -1.64770 2.71327 3.20707
O -2.32298 3.00193 2.24046
O 0.38644 2.60730 2.00919
O -2.28594 2.22705 6.77055
H -3.34460 2.77455 4.51405
H 1.51239 1.61265 4.08199
H 1.31059 2.35241 1.95833
H -1.76269 2.68189 7.43457
C -5.13692 1.74611 -0.99856
C -3.96185 1.47107 -1.49645
C -3.07154 2.41806 -2.18319
O -1.85773 2.34696 -2.45073
C -3.75519 3.68897 -2.44053
C -4.97436 3.94717 -2.06436
C -5.76749 3.02686 -1.15781
O -6.86844 3.25379 -0.64202
O -5.51654 5.12600 -2.44166
O -3.36305 0.20694 -1.38323
H -5.71064 0.98275 -0.49406
H -3.24663 4.36748 -3.10941
H -6.25712 5.34379 -1.87094
H -2.45860 0.43946 -1.60572
C -1.22880 -0.10331 -4.71188
C 0.01968 0.10910 -5.32753
C 0.16747 1.09379 -6.45167
O 1.28265 1.50943 -6.88584
C -1.10770 1.69484 -6.79664
C -2.29947 1.38332 -6.24099
C -2.51906 0.49898 -5.05003
O -3.61176 0.27641 -4.66790
O -3.39623 1.96861 -6.73507
O 1.15470 -0.46329 -4.77151
H -1.22571 -0.73283 -3.83433
H -1.06039 2.43895 -7.57797
H -4.05722 1.81488 -6.05606
H 1.09307 -0.48824 -3.81382
*
```

The HOMO energy comes out at -9.0 eV. As for the energy: -4430.99866 Ha.

2.
Here is 4 unconnected molecules or ions with the total composition C39H53F14N5O10PS at a distorted geometry from the OMol25 dataset. Energies are from the ωB97M-V functional and the def2-TZVPD basis.

ORCA input file:
```
! RIJCOSX wB97M-V def2-TZVPD def2/J DEFGRID3
* xyz -1 1
C -2.59420 2.09130 1.93604
C -2.00658 2.10428 0.48555
C -2.91181 2.11423 -0.69729
N -4.32767 2.11094 -0.61044
C -2.33699 2.08611 -2.06746
S -3.51294 2.05106 -3.47374
C -0.87110 2.05580 -2.29952
C -0.33700 1.99865 -3.75237
C 0.22062 3.37792 -4.29957
N -0.42474 3.81123 -5.56617
C -0.01692 2.05097 -1.10989
C -0.56708 2.07579 0.27365
C 0.49590 2.03303 1.43464
O 0.38218 2.69639 2.42906
C 1.71959 1.08993 1.14021
C 2.35822 0.26015 2.16318
C 1.78972 0.35965 3.63598
O 2.45780 0.91681 4.52082
O 0.61366 -0.12040 3.86983
C 3.46424 -0.61053 1.77169
F 4.02175 -1.36553 2.78218
C 3.97561 -0.70023 0.39134
C 5.13218 -1.71956 0.14829
C 4.82799 -2.68341 -1.08082
C 5.49608 -4.09347 -0.93345
F 6.85646 -4.01240 -0.73963
F 4.96996 -4.63853 0.25507
C 5.05851 -5.08786 -2.08000
F 3.67462 -5.05073 -2.11701
F 5.49292 -6.35459 -1.69238
C 5.69378 -4.81079 -3.49078
F 7.07167 -4.68437 -3.44236
F 5.24953 -3.59527 -4.00644
C 5.43380 -5.99300 -4.54839
F 6.49780 -6.87409 -4.35078
F 4.30179 -6.71347 -4.28064
C 5.55787 -5.50275 -6.04332
F 6.60466 -4.65469 -6.25000
F 5.82183 -6.64490 -6.80133
C 4.23870 -4.86192 -6.66112
F 3.71435 -5.59880 -7.68910
F 4.61492 -3.66260 -7.24095
F 3.26347 -4.58390 -5.75798
C 3.36317 0.16803 -0.63962
C 3.86937 0.15616 -2.12364
P 5.66608 0.68192 -2.28621
O 6.46285 -0.29952 -3.07381
O 5.66605 2.12155 -3.17360
O 6.38556 1.01540 -0.83884
C 2.24839 1.04589 -0.24627
C 1.53912 1.99669 -1.25669
O 2.12108 2.68279 -2.08030
H -3.62335 2.53637 1.91031
H -1.98189 2.71447 2.63417
H -2.65281 1.04523 2.34248
H -4.66622 2.10339 0.34939
H -4.75746 2.86080 -1.15648
H -3.24462 3.12628 -4.29092
H 0.52259 1.26471 -3.79427
H -1.09346 1.61539 -4.49173
H 0.06583 4.15300 -3.49487
H 1.33038 3.26435 -4.45607
H -0.16141 3.18405 -6.33637
H 0.01047 4.71349 -5.79899
H 6.14415 -1.24089 0.02983
H 5.21569 -2.35569 1.07542
H 3.70437 -2.76918 -1.13790
H 5.19469 -2.13721 -1.99852
H 3.29044 0.85331 -2.78439
H 3.69844 -0.87399 -2.54512
H 4.71471 2.32200 -3.29368
H 6.05583 1.84189 -0.43816
C 2.03118 -0.90390 8.53296
C 1.07083 -1.31273 7.41974
C -0.39344 -0.93316 7.69827
O -1.05653 -1.77368 8.64170
C -0.78420 -1.46646 9.99457
N 1.21789 -2.75217 7.16950
H 1.98104 -1.56907 9.39761
H 3.06135 -0.93222 8.17094
H 1.82777 0.11499 8.87311
H 1.37772 -0.77545 6.51629
H -0.95042 -1.04770 6.76375
H -0.48732 0.12057 7.98782
H -0.65499 -0.39199 10.15490
H 0.09851 -2.01079 10.33815
H -1.63169 -1.80620 10.59397
H 0.65384 -3.00040 6.35964
H 0.76469 -3.24229 7.93973
C -5.51058 6.97753 -2.58795
C -6.16844 5.72565 -3.16119
C -7.69704 5.84435 -3.30777
O -8.41761 5.72230 -2.09021
C -8.46272 6.90438 -1.31016
N -5.79221 4.57197 -2.33762
H -5.64824 7.06767 -1.51006
H -4.43353 6.95425 -2.76836
H -5.90589 7.88096 -3.05988
H -5.75711 5.57691 -4.16511
H -8.03858 5.01291 -3.93278
H -7.98032 6.76452 -3.83401
H -8.50744 7.80481 -1.92939
H -7.60449 6.94827 -0.63659
H -9.36118 6.86468 -0.69237
H -6.14586 3.72541 -2.78000
H -6.32484 4.63277 -1.46981
C -3.90541 -4.24504 2.43736
C -3.88752 -3.68000 1.02009
C -2.61820 -2.87036 0.69457
O -2.58710 -1.57307 1.26194
C -2.18737 -1.53079 2.62638
N -5.10379 -2.88576 0.80892
H -4.14455 -3.49023 3.18656
H -4.66388 -5.02745 2.52258
H -2.94097 -4.68931 2.69584
H -3.91306 -4.53297 0.33327
H -2.58972 -2.71531 -0.38961
H -1.70852 -3.42705 0.95212
H -1.43395 -2.28644 2.85966
H -3.05762 -1.64391 3.27884
H -1.75734 -0.54943 2.82188
H -5.13963 -2.59640 -0.16604
H -4.98471 -2.01029 1.31648
*
```

The HOMO energy comes out at -5.3 eV. As for the energy: -4681.78013 Ha.